{
  "formula": "C4H12S2",
  "method": "ωB97M-V/def2-TZVPD",
  "largest_force_ev_per_a": 0.7,
  "e_lumo_ev": 0.892,
  "orbital_gap_ev": 9.4,
  "relative_energy_kcal_mol": 8.2,
  "e_tot_ha": -955.95143,
  "charge": 0,
  "smiles": "CCS.CSC",
  "elements": ["S", "S", "C", "C", "C", "C", "H", "H", "H", "H", "H", "H", "H", "H", "H", "H", "H", "H"],
  "xyz": [[2.33881, -0.24945, -0.37464], [-3.02429, -0.08659, 0.58550], [2.13159, 0.46379, 1.28370], [-1.27280, 0.69059, -1.40016], [-2.51635, 1.14527, -0.67124], [3.14084, -1.80817, 0.07443], [3.68143, -1.69079, 1.01315], [-3.35436, 1.29762, -1.34613], [3.10860, 0.58287, 1.74526], [-0.89440, 1.49776, -2.03963], [3.83617, -2.03710, -0.72640], [-2.30098, 2.06501, -0.14089], [2.40449, -2.60056, 0.18709], [-0.45266, 0.45521, -0.72368], [-3.62576, 0.77214, 1.40717], [1.58636, 1.39921, 1.13877], [-1.41609, -0.18118, -2.03366], [1.50180, -0.17267, 1.90431]],
  "forces_ev_per_a": [[0.08, 0.11, 0.29], [0.18, -0.12, -0.13], [-0.40, -0.32, -0.41], [0.54, 0.24, -0.30], [-0.07, -0.24, 0.24], [-0.19, 0.18, 0.00], [0.09, 0.02, -0.10], [0.04, 0.12, -0.09], [-0.07, 0.31, 0.07], [-0.20, -0.10, -0.01], [0.07, -0.21, 0.02], [-0.07, 0.19, 0.01], [0.05, -0.08, -0.03], [-0.12, -0.06, 0.18], [-0.13, 0.08, 0.09], [0.37, 0.06, 0.16], [-0.21, -0.10, 0.00], [0.04, -0.08, 0.00]]
}

---

{
  "formula": "C11H26CsN8O2S",
  "method": "ωB97M-V/def2-TZVPD",
  "largest_force_ev_per_a": 0.7,
  "e_lumo_ev": -2.478,
  "orbital_gap_ev": 8.6,
  "relative_energy_kcal_mol": 1.9,
  "e_tot_ha": -1441.43344,
  "charge": 1,
  "elements": ["Cs", "S", "O", "O", "N", "N", "N", "N", "N", "N", "N", "N", "C", "C", "C", "C", "C", "C", "C", "C", "C", "C", "C", "H", "H", "H", "H", "H", "H", "H", "H", "H", "H", "H", "H", "H", "H", "H", "H", "H", "H", "H", "H", "H", "H", "H", "H", "H", "H"],
  "xyz": [[0.20489, -0.21919, 0.14632], [-0.67972, -2.10021, -2.48569], [0.24265, -0.87547, 2.73735], [-0.34442, -1.29914, 4.87916], [1.86071, -2.50896, -3.10291], [1.64691, 4.70184, -1.80048], [-2.18839, 0.39656, 2.41788], [-1.76319, -0.20068, 3.60858], [3.43592, 3.15594, -2.37567], [3.33493, 4.12810, -0.14482], [0.85041, -4.24085, -2.00439], [1.68431, 2.47293, -0.82726], [2.45570, 5.17676, -0.67390], [2.55491, 4.22984, -2.85019], [0.90702, -1.99019, 5.07035], [2.50370, 3.01045, 0.27516], [0.74992, -3.00874, -2.51927], [-0.54680, -0.80030, 3.66210], [-0.24048, -4.97913, -1.38850], [0.84821, 3.57243, -1.34599], [4.20282, 3.66657, -1.23404], [2.59966, 2.06068, -1.90501], [3.04910, -3.27788, -3.41824], [-2.35214, 1.38387, 2.57799], [1.73258, -4.71580, -2.10042], [2.00343, 1.66843, -2.73371], [3.56066, -3.62177, -2.51664], [0.96779, -2.83600, 4.39022], [1.79368, 5.52349, 0.12182], [-0.10812, -6.03707, -1.60254], [3.74596, -2.63503, -3.94890], [-2.33759, -0.19059, 4.43645], [-1.18085, -4.63715, -1.81066], [3.23832, 1.25432, -1.53061], [3.13889, 2.20729, 0.66024], [0.88612, -2.32387, 6.10143], [3.16651, 5.06530, -3.19259], [0.17133, 3.90201, -0.55359], [1.73471, -1.30634, 4.90140], [4.85726, 2.87715, -0.85890], [1.96710, 3.86505, -3.69449], [1.83480, 3.32812, 1.07952], [4.82547, 4.49718, -1.56813], [-3.05664, -0.03349, 2.12000], [1.69685, -1.64719, -3.59545], [0.24520, 3.19407, -2.17503], [3.06585, 6.01830, -1.00374], [-0.26096, -4.82616, -0.30899], [2.82034, -4.13472, -4.05732]],
  "forces_ev_per_a": [[0.06, 0.30, -0.65], [0.12, -0.13, -0.07], [-0.02, -0.17, 0.69], [0.09, -0.05, -0.03], [-0.04, 0.11, 0.05], [-0.01, 0.00, -0.01], [-0.03, -0.04, 0.14], [0.10, 0.01, -0.17], [-0.02, -0.02, 0.00], [0.00, -0.02, -0.02], [0.07, 0.03, -0.07], [-0.07, -0.09, 0.06], [0.01, 0.05, 0.00], [0.00, 0.04, -0.03], [-0.19, 0.12, -0.01], [-0.08, -0.09, 0.04], [-0.20, -0.08, -0.05], [-0.09, -0.03, 0.21], [0.03, 0.08, -0.04], [-0.02, -0.03, 0.03], [0.05, 0.03, 0.01], [-0.03, -0.08, 0.01], [0.08, 0.01, -0.04], [-0.03, 0.00, -0.02], [-0.03, -0.05, 0.02], [0.02, 0.06, -0.04], [-0.05, -0.01, 0.03], [0.05, -0.01, 0.01], [-0.01, -0.02, 0.00], [0.00, -0.01, 0.03], [-0.03, 0.00, -0.02], [0.00, 0.00, 0.00], [-0.01, -0.03, 0.00], [0.04, 0.04, 0.00], [0.05, 0.04, -0.02], [0.04, -0.02, 0.00], [0.01, 0.00, 0.01], [0.03, 0.03, 0.01], [0.04, -0.04, 0.00], [-0.02, -0.01, 0.00], [-0.01, -0.02, 0.01], [0.03, 0.08, -0.01], [-0.02, 0.01, -0.01], [-0.01, 0.03, -0.02], [0.03, -0.01, -0.02], [0.03, 0.02, -0.03], [0.01, -0.01, -0.01], [-0.02, -0.01, 0.01], [0.01, -0.01, 0.01]]
}